[1]
Formula: C12H36ClO6S
Source: the OMol25 dataset
Level of theory: ωB97M-V with the def2-TZVPD basis set

M: 343.93 g/mol
HOMO-LUMO gap: 8.60 eV
F_max: 10.14 eV/Å
energy relative to the best compared isomer or geometry (same formula, charge and spin): 1.807 eV
total charge: -1
lowest unoccupied orbital energy: 2.81 eV

Cartesian coordinates (Å):
Cl -14.09351 0.96897 22.26818
C -15.13954 3.48957 20.44969
C -15.98103 2.27220 20.21581
O -16.19594 1.83492 21.50736
H -14.28517 3.01675 21.00682
H -15.61593 4.05965 21.14420
H -14.97210 3.98093 19.55724
H -15.49788 1.56861 19.62388
H -16.74514 2.43733 19.62642
H -15.54687 1.26724 21.90076
C -15.60250 -4.13013 21.67505
C -15.06560 -2.71665 21.54516
O -16.07559 -1.91715 22.06465
H -16.48057 -4.49724 21.03892
H -16.07554 -4.28158 22.75618
H -14.77607 -4.80483 21.60596
H -15.04990 -2.54968 20.56631
H -14.15041 -2.88879 21.87989
H -15.75375 -0.91295 21.94747
C -12.26220 1.82055 27.61393
C -12.13715 1.28461 26.26422
O -13.51840 1.31974 25.76964
H -11.18628 1.91215 27.97923
H -13.02828 1.44079 28.49440
H -12.39095 2.69398 27.36508
H -11.86463 0.27613 26.47494
H -11.59167 1.84742 25.58687
H -13.54960 0.96154 24.87620
C -9.30697 1.21780 20.03465
C -10.70548 1.51566 20.32677
O -11.66012 0.38606 20.22675
H -9.22698 0.85585 18.95860
H -9.09326 0.53949 21.01099
H -8.69543 1.93595 20.16025
H -10.98471 2.23606 19.59683
H -10.79792 1.97905 21.18683
H -12.36391 0.63700 20.67288
C -10.27071 -2.27018 23.90317
C -11.23223 -1.45486 22.96154
O -12.48194 -1.22208 23.51041
H -9.31579 -2.52587 23.44695
H -10.61986 -3.26837 24.18485
H -10.03639 -1.86146 24.89253
H -11.40640 -1.85956 21.90591
H -10.73819 -0.63931 22.68272
H -13.00117 -0.57686 23.13077
C -12.19847 4.27783 23.44765
S -13.38981 4.76263 24.64918
O -12.89899 6.04591 25.31282
C -14.60031 5.13534 23.33629
H -12.57607 3.45253 22.75935
H -11.22781 3.81883 23.77494
H -11.88992 5.14274 22.86886
H -14.11468 5.76178 22.61426
H -15.44105 5.74957 23.82651
H -14.89586 4.13831 23.16417

=====

[2]
Formula: C12H36FNa2O16P4
Source: the OMol25 dataset
Level of theory: ωB97M-V with the def2-TZVPD basis set

M: 625.28 g/mol
HOMO-LUMO gap: 8.92 eV
F_max: 1.49 eV/Å
energy relative to the best compared isomer or geometry (same formula, charge and spin): 0.323 eV
total charge: +1
lowest unoccupied orbital energy: -3.75 eV

Cartesian coordinates (Å):
Na -0.14637 -0.32991 -2.28363
Na -2.09224 2.71479 0.83630
F -1.18643 1.32567 -0.89922
C -3.91847 -0.65579 -1.36465
O -3.93450 -2.00311 -1.80292
P -2.69316 -2.96627 -1.54568
O -1.38942 -2.30421 -1.36293
O -3.18502 -3.79084 -0.26033
C -2.39403 -4.86999 0.24301
O -2.68771 -4.02702 -2.72908
C -3.92489 -4.63327 -3.18104
H -3.35408 -0.52497 -0.43742
H -4.92190 -0.29275 -1.16315
H -3.39073 -0.00460 -2.06073
H -1.32216 -4.70450 0.10601
H -2.64336 -5.79140 -0.28327
H -2.53886 -4.95605 1.31622
H -4.08003 -5.53231 -2.59093
H -3.79707 -4.83853 -4.24091
H -4.74964 -3.92485 -3.10985
C -1.31694 -0.94619 1.33321
O -1.09819 -1.17983 2.70626
P -1.74623 -2.52879 3.34243
O -1.45651 -3.78507 2.63227
O -1.17936 -2.42591 4.81934
C -0.96250 -3.61695 5.58190
O -3.27940 -2.15948 3.51790
C -4.20496 -2.35581 2.44177
H -0.38407 -0.87562 0.78046
H -1.91605 -0.03326 1.22022
H -1.92001 -1.68212 0.79337
H -1.54514 -3.45918 6.49009
H 0.07801 -3.82659 5.81468
H -1.35584 -4.52312 5.11818
H -3.73109 -2.88229 1.61637
H -4.68362 -1.41728 2.16328
H -5.02346 -2.97624 2.81204
C 1.93507 1.46958 -6.26525
O 2.83866 2.11556 -5.37880
P 2.58000 2.15087 -3.81310
O 1.96580 0.92859 -3.25854
O 4.03419 2.40063 -3.26197
C 4.18465 2.46639 -1.82917
O 1.72940 3.46885 -3.50302
C 0.30651 3.46877 -3.44609
H 1.11680 1.01234 -5.71074
H 2.47130 0.72834 -6.85855
H 1.53378 2.15266 -7.01669
H 3.30084 2.13331 -1.29018
H 4.31801 3.50597 -1.52243
H 5.09486 1.91861 -1.61438
H -0.00083 3.20423 -2.43251
H -0.14690 2.78303 -4.16245
H -0.04756 4.47362 -3.66729
C 3.37880 4.94084 3.52019
O 3.57360 3.59909 3.93524
P 3.28854 2.40521 2.91978
O 3.59744 1.07392 3.44246
O 1.75801 2.66912 2.52468
C 1.15845 2.15377 1.36284
O 4.07517 2.87988 1.58127
C 5.47475 2.67795 1.52750
H 3.06373 5.09956 2.48915
H 4.26769 5.54821 3.69116
H 2.59920 5.38268 4.14733
H 0.54960 2.92433 0.88049
H 0.52526 1.27718 1.50650
H 1.89729 1.88117 0.60678
H 6.03441 3.61791 1.56297
H 5.78311 2.19584 0.59846
H 5.83575 2.07563 2.36477